The following is a DFT calculation (ωB97M-V/def2-TZVPD) of the molecule C2H8N4.

Each line ends with the Mulliken charge.
Geometry (Å):
C1 -1.2885 0.9616 1.3372  -0.8893
C2 0.4987 0.0090 -0.2614  -0.1364
H1 -1.4462 1.4809 0.3252  0.3556
H2 -1.6564 -0.1215 1.3482  0.3382
H3 -1.6951 1.7521 2.0616  0.3257
H4 0.2381 0.6189 2.5989  0.2616
H5 -0.5435 0.2217 -0.4829  0.4156
H6 2.0032 -1.0556 -0.9769  0.2908
H7 0.9023 -1.3152 -3.0805  0.2562
H8 0.1862 -2.1738 -1.9284  0.2040
N1 0.2124 1.0774 1.6895  -0.2440
N2 0.9793 0.2400 0.8840  -0.5290
N3 1.2166 -0.5252 -1.3084  -0.0539
N4 0.3928 -1.1702 -2.2061  -0.5951

Values from the calculation:
relative energy (zero: lowest compared OMol25 entry of this formula, charge and spin)	298.9	kJ/mol
HOMO-LUMO gap	9.16	eV
total charge	0
SMILES	CN/N=C/NN
2S+1	1